No. 1
A structure of composition C15H19N5O2PtS in a non-equilibrium geometry, computed with ωB97M-V/def2-TZVPD.

```
43
Properties=species:S:1:pos:R:3:forces:R:3
N -1.42557 4.38805 0.71163 1.322 0.342 -0.472
C -0.62932 5.16903 0.37896 -0.995 -0.901 0.416
C 0.35203 6.15632 -0.04447 0.215 0.314 -0.034
H -0.15092 7.08509 -0.34046 0.066 -0.219 0.035
H 0.92949 5.77316 -0.89543 -0.182 0.153 0.182
H 1.03954 6.38772 0.77792 -0.192 -0.057 -0.146
N 4.25864 -2.78534 0.56266 -2.318 1.459 2.978
C 4.92034 -3.20969 -0.29564 3.625 -2.428 -4.574
C 5.73152 -3.73326 -1.38849 0.056 1.351 1.773
H 5.87800 -2.95384 -2.14880 -0.340 0.030 -0.198
H 5.22238 -4.58238 -1.86440 -0.337 -0.474 -0.233
H 6.71169 -4.06990 -1.02154 -0.164 -0.281 0.216
N -4.59558 -0.45960 0.70269 0.221 -1.408 -0.495
C -4.98057 -1.50672 0.36906 0.358 1.224 0.418
C -5.48578 -2.80807 -0.05401 -0.152 -0.319 -0.083
H -5.11838 -3.59787 0.61677 -0.126 0.276 -0.157
H -5.15192 -3.02544 -1.07950 -0.194 0.091 0.320
H -6.58516 -2.81809 -0.02523 0.323 0.069 -0.026
Pt 0.17179 -0.11400 -0.76806 -0.425 0.269 2.691
C 0.00848 -1.75144 0.27860 -0.707 -5.320 3.061
O -0.13272 -2.66496 0.96636 0.536 3.015 -2.114
C 1.60718 0.69316 0.27744 4.597 2.821 3.118
O 2.38141 1.19152 0.97083 -2.558 -1.732 -2.162
C 0.59901 1.27637 -2.45737 0.057 1.040 -1.986
C -0.79166 1.34893 -2.24055 0.093 1.204 0.008
C -1.55711 0.17650 -2.23948 -1.023 -0.657 -0.019
C -0.92488 -1.06460 -2.45835 -0.952 -0.582 -2.019
C 0.39996 -1.08990 -2.93913 -0.524 -1.528 -0.404
C 1.15623 0.07314 -2.93422 1.213 1.131 -0.447
H 1.21164 2.17007 -2.34567 -0.137 -0.161 -0.174
H -1.23948 2.30277 -1.97274 -0.064 -0.050 -0.033
H -2.61263 0.19344 -1.97133 0.090 0.115 -0.044
H -1.49081 -1.98988 -2.35011 0.080 0.224 -0.163
H 0.83409 -2.04058 -3.25297 -0.066 0.259 0.094
H 2.19997 0.06539 -3.24419 -0.181 -0.071 0.067
N -0.86431 -0.80204 3.35286 -0.424 0.995 -1.144
C -0.54952 0.36133 2.77004 1.530 -0.937 2.969
N 0.37756 1.13080 3.35490 -1.128 -0.131 -1.153
S -1.30855 0.84860 1.32216 -1.372 0.903 -0.880
H -0.59556 -0.97796 4.31427 -0.019 -0.166 0.072
H -1.62748 -1.34412 2.96350 -0.041 -0.113 0.349
H 0.55442 2.04905 2.96799 0.100 0.160 0.316
H 0.65839 0.95101 4.31191 0.139 0.090 0.079
```
Forces are in eV/Å.

Calculated values
LUMO (spin up / spin down)	-12.80 / -18.66	eV
HOMO-LUMO gap (spin up / spin down)	7.25 / 2.15	eV
total charge	+4
⟨S²⟩	6.0219
spin multiplicity	5

=====

No. 2
The molecule C15H19N5O2S in a non-equilibrium geometry, computed with ωB97M-V/def2-TZVPD.

```
42
Properties=species:S:1:pos:R:3:forces:R:3
C -5.42245 -2.10455 1.53755 0.020 -0.140 0.194
H -6.43339 -2.20414 1.92954 0.092 -0.021 0.006
O -5.53622 -1.27762 0.40139 0.026 0.176 -0.250
C -4.41045 -0.96919 -0.28982 0.165 0.193 -0.296
C -3.14221 -1.43544 0.03490 -0.230 -0.165 0.299
C -2.05298 -1.05605 -0.73938 -0.271 0.067 -0.096
C -2.22165 -0.21188 -1.83099 0.120 -0.068 0.045
C -3.48913 0.24413 -2.14937 -0.010 -0.056 0.106
C -4.57942 -0.12766 -1.39188 -0.181 -0.077 0.147
H -5.57180 0.22065 -1.62765 -0.128 0.044 -0.032
H -3.62362 0.89799 -2.99773 -0.022 0.055 -0.070
H -1.36922 0.08357 -2.42640 0.101 0.014 -0.059
N -0.75252 -1.48892 -0.44533 0.034 0.244 -0.462
C -0.33919 -2.35116 0.51105 0.400 -0.103 -0.056
O -1.04237 -3.01378 1.23437 -0.169 -0.151 0.144
C 1.18240 -2.51032 0.58951 0.076 0.215 0.210
H 1.44674 -2.76711 1.61501 -0.148 -0.036 -0.106
H 1.50086 -3.31430 -0.07709 0.014 0.045 0.021
S 2.14223 -1.05601 0.08663 0.293 -0.314 -0.298
C 1.50516 0.07889 1.22789 0.005 0.563 0.251
N 0.60377 -0.19007 2.15066 0.406 -0.897 -0.695
N 0.39305 0.94552 2.79324 -0.626 0.408 0.856
N 1.09922 1.88496 2.32622 0.298 1.152 0.067
N 1.83282 1.39328 1.32087 -0.617 -1.392 0.265
C 2.74061 2.21487 0.56896 0.307 0.383 -0.168
H 2.63428 3.20779 1.01368 0.008 -0.170 -0.067
C 2.40353 2.25058 -0.93838 -0.003 -0.041 -0.132
H 1.50808 1.67019 -1.15867 -0.083 0.075 0.010
C 3.63921 1.69732 -1.65262 0.036 0.169 -0.046
C 4.78559 2.03551 -0.70446 -0.016 -0.142 0.019
H 5.68359 1.45613 -0.90788 0.099 0.056 -0.008
C 4.19510 1.72364 0.66687 0.083 0.160 -0.021
H 4.73195 2.20254 1.48352 -0.019 -0.073 0.084
H 4.20631 0.64481 0.83079 0.032 -0.008 0.059
H 5.03097 3.09603 -0.77449 0.067 0.061 -0.030
H 3.76893 2.13236 -2.64145 -0.005 -0.076 -0.083
H 3.56009 0.61462 -1.75633 0.021 -0.025 -0.077
H 2.21551 3.27919 -1.24380 -0.046 0.006 -0.003
H -0.03316 -1.06655 -1.02082 -0.098 -0.109 0.252
H -2.97640 -2.08342 0.87685 -0.024 -0.040 0.038
H -5.03433 -3.09355 1.27640 0.002 0.040 0.013
H -4.77952 -1.65285 2.29863 -0.012 -0.024 -0.032
```
Forces are in eV/Å.

Calculated values
LUMO	0.28	eV
SMILES	COc1cccc(NC(=O)CSc2nnnn2C2CCCC2)c1
HOMO-LUMO gap	8.49	eV
total charge	0
spin multiplicity	1

=====

No. 3
The molecule C15H19N5O2S in a non-equilibrium geometry, computed with ωB97M-V/def2-TZVPD.

```
42
Properties=species:S:1:pos:R:3:forces:R:3
O 0.32409 -2.53750 -4.74053 0.481 -0.113 0.122
O 2.05083 -3.87680 -4.94131 -1.010 0.751 0.490
N 0.61936 -5.89085 -1.65812 0.305 1.218 -0.885
N -1.07953 -5.48934 -0.05363 -1.788 2.419 1.731
N -1.64629 -4.62150 0.73349 1.225 -3.342 -1.448
S -0.63482 -3.68129 -2.17444 -0.069 0.166 0.167
C -0.30240 -5.08855 -1.16194 1.038 0.190 -1.341
C 1.17275 -5.33459 -2.82495 -1.052 -0.199 1.455
C 0.61023 -4.17917 -3.27113 -0.781 -1.615 2.873
C 0.10697 -2.93346 1.01909 -0.268 -0.453 -0.306
C 0.50638 -1.61299 0.89586 -0.436 -1.006 0.402
C -1.77669 -0.94852 0.41465 0.413 -2.137 -0.009
C -1.24945 -3.29401 0.78114 0.545 2.106 -0.774
C -0.43950 -0.65033 0.57796 0.418 0.494 -0.302
C -2.22171 -2.28590 0.50588 0.805 0.370 0.445
N -0.00120 0.65776 0.34223 0.008 1.909 -0.009
N 1.02846 -3.46858 -4.37106 0.826 0.458 -2.381
C -3.65293 -2.61668 0.21412 -0.634 0.316 0.266
C 0.40433 0.97266 -1.04852 -0.177 -0.772 0.964
C -1.57373 4.49132 2.02926 0.373 0.809 0.584
C 0.65789 1.34802 1.48906 -0.897 -0.207 -0.419
C -0.42314 3.66989 1.50236 0.034 -0.140 -0.394
C -0.30759 2.32770 2.20026 0.409 -0.299 -0.160
H 1.99749 -5.76525 -3.33580 0.462 -0.620 -0.109
H 0.85585 -3.70847 1.23263 -0.489 0.231 -0.073
H 1.54250 -1.33019 1.03437 -0.036 -0.040 -0.015
H -2.43092 -0.18151 0.08917 -0.633 0.632 -0.034
H -4.06036 -3.32041 0.94550 0.149 -0.098 -0.120
H -4.32423 -1.72073 0.24698 0.790 -0.636 -0.186
H -3.71386 -3.08110 -0.76929 -0.265 -0.023 -0.077
H 0.79303 1.97262 -1.08571 0.133 0.493 0.012
H -0.40503 0.88613 -1.79163 0.078 -0.047 0.507
H 1.19461 0.27786 -1.31694 0.335 -0.105 -0.512
H -2.48453 3.91125 2.01913 -0.341 -0.182 0.126
H -1.74870 5.38075 1.40632 0.106 -0.135 0.324
H -1.34209 4.80442 3.07250 -0.424 -0.063 -0.604
H 1.56379 1.86943 1.17547 -0.016 0.075 -0.196
H 0.97743 0.59652 2.20708 0.044 -0.158 0.083
H -0.61437 3.48084 0.44535 0.175 -0.015 -0.205
H 0.51840 4.23809 1.58179 -0.208 -0.239 -0.078
H 0.01923 2.46978 3.22304 0.310 0.142 0.373
H -1.29798 1.87340 2.30663 0.062 -0.135 -0.287
```
Forces are in eV/Å.

Calculated values
LUMO	-1.74	eV
SMILES	CCCCN(C)c1ccc(/N=N\c2ncc([N+](=O)[O-])s2)c(C)c1
HOMO-LUMO gap	6.64	eV
total charge	0
spin multiplicity	1

=====

Summary of energy relative to the best compared isomer or geometry (same formula, charge and spin) in kcal per mole
50.2; 20.6; 137.7
(order as listed above)
Summary of E in hartree
-1522.86048; -1405.41847; -1405.23188
(order as listed above)